20
Properties=species:S:1:pos:R:3:mulliken_charge:R:1 method="wB97M-V/def2-TZVPD" total_charge=+1 lumo_ev=-4.31 e_tot_ha=-394.82112 fmax_ev_per_a=4.838
C 0.8795 0.8056 0.4335 -0.705
C -1.0457 -0.9134 -1.1956 -0.881
C 1.0480 -2.0907 -0.7187 -0.653
N -0.2066 2.0041 0.1211 -0.118
N -0.7405 2.4971 1.2521 0.288
N -1.0278 1.7208 2.1895 -0.553
N 0.2860 -0.3112 0.8582 -0.828
N -0.1269 -1.3991 -0.1128 0.070
H 1.3941 0.8225 -0.5002 0.452
H 1.4464 1.1727 1.2729 0.483
H -1.8356 -0.5460 -0.6475 0.339
H -0.3119 -0.2629 -1.7929 0.341
H -1.3338 -1.7034 -1.7423 0.415
H 1.6541 -1.2243 -0.7928 0.281
H 1.5243 -2.8454 -0.1245 0.319
H 0.8426 -2.5271 -1.6657 0.350
H -0.1247 2.5893 -0.7304 0.263
H -0.9855 3.5315 1.2405 0.313
H -0.7820 0.7068 2.1041 0.470
H -0.5540 -2.0269 0.5515 0.354

20
Properties=species:S:1:pos:R:3:mulliken_charge:R:1 method="wB97M-V/def2-TZVPD" smiles=NN[N@H+]1CC[C@@H](N)N1 total_charge=+1 lumo_ev=-2.87 e_tot_ha=-394.91152 fmax_ev_per_a=5.439
N 1.7227 -0.7470 -1.6989 -0.513
N 0.6854 -1.1178 -0.6830 -0.442
N -0.3834 -0.3018 -0.9181 0.255
C -1.6117 -0.6862 -0.1128 -0.377
C -1.1949 -0.0875 1.1765 -0.743
C -0.2206 1.0458 0.8785 -0.259
N 1.1205 0.7448 1.3594 -0.540
N -0.3634 1.1205 -0.6003 -0.418
H 1.5010 -1.0646 -2.5986 0.225
H 2.6192 -1.1702 -1.3236 0.280
H 1.0574 -0.7123 0.2920 0.550
H -0.5453 -0.3090 -1.9788 0.417
H -1.7644 -1.7361 -0.3406 0.346
H -2.4254 -0.1540 -0.5592 0.313
H -2.0175 0.4084 1.7017 0.394
H -0.7312 -0.8768 1.8064 0.353
H -0.5895 1.9885 1.3112 0.482
H 1.0343 0.4473 2.2541 0.168
H 1.8477 1.3966 1.1055 0.212
H 0.2593 1.8116 -1.0714 0.295

21
Properties=species:S:1:pos:R:3:mulliken_charge:R:1 method="wB97M-V/def2-TZVPD" total_charge=+1 lumo_ev="-4.53 / -4.98" e_tot_ha=-793.07201 fmax_ev_per_a=3.416
C -1.6531 -0.5040 -0.3196 -0.551
C -0.8139 0.5482 0.2960 -0.490
C 1.0845 0.2214 0.0469 -0.102
N 1.0435 1.8994 -1.5285 -0.732
N 1.6111 1.3990 -0.5213 0.422
N -1.0627 -0.8438 -1.6074 -0.538
N 1.1692 -1.9811 1.0520 -0.538
N -0.8373 0.8357 1.5814 -0.353
S 1.9813 -0.5056 1.4021 0.031
H -1.9006 -1.4053 0.3512 0.395
H -2.6630 -0.0035 -0.5010 0.375
H -0.7525 1.4772 -0.2335 0.542
H 0.6099 -0.5541 -0.6247 0.540
H 1.2021 2.8645 -1.8125 0.241
H -1.0901 -0.0364 -2.1583 0.185
H -1.6692 -1.5441 -1.8938 0.227
H 1.7074 -2.6615 0.5643 0.254
H 0.7248 -2.5316 1.8219 0.259
H 2.4560 1.7583 -0.0196 0.275
H -0.9330 0.0095 2.2008 0.277
H -0.2146 1.5577 1.9035 0.279

24
Properties=species:S:1:pos:R:3:mulliken_charge:R:1 method="wB97M-V/def2-TZVPD" lumo_ev=0.66 e_tot_ha=-634.67708 fmax_ev_per_a=1.655
N -1.3574 -1.3852 -0.0104 -0.302
N -1.3980 -0.8244 1.2250 -0.394
C -2.3214 -0.0085 1.5122 -0.349
C -3.3777 0.4837 0.6350 0.143
N -3.6821 -0.0349 -0.4780 -0.133
N -4.6354 0.6071 -1.2259 -0.661
H -0.7476 -2.1979 -0.0634 0.224
H -2.2583 -1.4845 -0.4554 0.280
H -2.2909 0.3875 2.5211 0.352
H -3.8565 1.3891 1.0119 0.339
H -4.5809 1.6355 -1.2496 0.249
H -4.5906 0.2734 -2.1844 0.263
N 1.0189 0.5940 -0.8447 -0.590
N 1.7130 -0.4264 -0.1685 0.060
C 3.0869 -0.5041 -0.2498 0.295
O 3.7038 -1.5568 -0.3519 -0.654
N 3.7238 0.7281 -0.1908 -0.047
N 3.2679 1.7716 0.6241 -0.646
H 1.6187 1.0197 -1.5441 0.297
H 0.7490 1.2945 -0.1421 0.235
H 1.3264 -1.3486 -0.3339 0.210
H 4.7290 0.6423 -0.1489 0.285
H 2.6457 2.3598 0.0748 0.269
H 2.7443 1.4477 1.4293 0.276

Please write out number 2 again, unchanged.
20
Properties=species:S:1:pos:R:3:mulliken_charge:R:1 method="wB97M-V/def2-TZVPD" smiles=NN[N@H+]1CC[C@@H](N)N1 total_charge=+1 lumo_ev=-2.87 e_tot_ha=-394.91152 fmax_ev_per_a=5.439
N 1.7227 -0.7470 -1.6989 -0.513
N 0.6854 -1.1178 -0.6830 -0.442
N -0.3834 -0.3018 -0.9181 0.255
C -1.6117 -0.6862 -0.1128 -0.377
C -1.1949 -0.0875 1.1765 -0.743
C -0.2206 1.0458 0.8785 -0.259
N 1.1205 0.7448 1.3594 -0.540
N -0.3634 1.1205 -0.6003 -0.418
H 1.5010 -1.0646 -2.5986 0.225
H 2.6192 -1.1702 -1.3236 0.280
H 1.0574 -0.7123 0.2920 0.550
H -0.5453 -0.3090 -1.9788 0.417
H -1.7644 -1.7361 -0.3406 0.346
H -2.4254 -0.1540 -0.5592 0.313
H -2.0175 0.4084 1.7017 0.394
H -0.7312 -0.8768 1.8064 0.353
H -0.5895 1.9885 1.3112 0.482
H 1.0343 0.4473 2.2541 0.168
H 1.8477 1.3966 1.1055 0.212
H 0.2593 1.8116 -1.0714 0.295